P.
{"formula": "C34H33AsF5N2NbO8S4", "method": "ωB97M-V/def2-TZVPD", "elements": ["Nb", "F", "C", "C", "F", "C", "F", "C", "S", "C", "F", "C", "F", "O", "S", "C", "C", "C", "C", "S", "O", "C", "C", "C", "C", "C", "C", "C", "C", "C", "C", "C", "C", "H", "H", "H", "H", "H", "H", "H", "H", "H", "H", "H", "H", "H", "H", "H", "H", "H", "H", "O", "As", "O", "O", "C", "C", "C", "C", "C", "C", "S", "O", "O", "O", "H", "H", "H", "H", "H", "N", "C", "N", "C", "C", "C", "C", "C", "H", "H", "H", "H", "H", "H", "H", "H", "H", "H"], "coordinates": [[0.012, -0.987, -0.317], [-4.050, -0.246, 6.123], [-3.564, -0.265, 4.847], [-2.836, -1.335, 4.335], [-2.436, -2.355, 5.145], [-2.511, -1.405, 3.016], [-1.678, -2.427, 2.703], [-2.719, -0.374, 2.074], [-2.272, -0.274, 0.371], [-3.567, 0.607, 2.539], [-3.991, 1.670, 1.821], [-3.909, 0.732, 3.906], [-4.862, 1.653, 4.229], [1.975, -1.054, -0.881], [3.229, -1.613, -1.754], [4.400, -1.650, -0.404], [4.241, -0.556, 0.662], [4.037, -0.990, 2.163], [3.095, -2.150, 2.456], [1.337, -1.622, 2.832], [0.620, -0.981, 1.535], [1.489, -0.276, 3.989], [1.569, -0.747, 5.320], [1.282, 0.169, 6.337], [0.900, 1.483, 6.020], [0.761, 1.913, 4.687], [1.039, 1.023, 3.630], [3.430, 0.041, -2.590], [2.348, 0.351, -3.392], [2.470, 1.384, -4.294], [3.697, 2.033, -4.406], [4.761, 1.747, -3.581], [4.669, 0.652, -2.689], [5.373, -1.544, -0.839], [4.289, -2.678, -0.015], [3.491, 0.175, 0.366], [5.210, -0.026, 0.686], [3.575, -0.164, 2.624], [5.029, -1.141, 2.645], [3.477, -2.650, 3.322], [2.979, -2.816, 1.610], [1.733, -1.806, 5.529], [1.355, -0.067, 7.390], [0.655, 2.050, 6.911], [0.288, 2.855, 4.467], [0.993, 1.275, 2.558], [1.485, -0.291, -3.236], [1.672, 1.646, -5.002], [3.857, 2.645, -5.289], [5.657, 2.408, -3.595], [5.507, 0.399, -2.012], [-1.950, -4.873, 0.273], [-0.663, -4.463, -0.896], [0.558, -5.516, -1.135], [-0.117, -2.831, -0.409], [-2.130, -4.235, -2.169], [-3.160, -5.121, -2.089], [-4.296, -4.958, -2.868], [-4.350, -3.940, -3.848], [-3.210, -3.165, -4.124], [-2.154, -3.275, -3.180], [-0.769, -2.199, -3.398], [0.365, -3.066, -3.196], [-0.949, -1.646, -4.707], [-0.737, -1.114, -2.372], [-1.723, -4.767, 1.212], [-3.048, -5.991, -1.459], [-5.063, -5.688, -2.648], [-5.256, -3.921, -4.446], [-3.122, -2.499, -4.977], [0.206, 1.173, -0.868], [-0.262, 2.227, -1.135], [-0.904, 3.310, -1.415], [-0.156, 4.509, -1.793], [-1.080, 5.593, -2.300], [-2.271, 5.855, -1.332], [-2.996, 4.491, -0.954], [-2.421, 3.277, -1.677], [0.504, 4.216, -2.630], [0.465, 4.797, -0.946], [-1.385, 5.445, -3.343], [-0.470, 6.546, -2.350], [-2.888, 6.566, -1.849], [-1.952, 6.318, -0.396], [-4.084, 4.563, -1.142], [-2.873, 4.304, 0.129], [-2.490, 3.399, -2.768], [-2.761, 2.261, -1.343]], "lowdin_charge": [1.76, 0.13, -0.07, -0.13, 0.11, -0.21, 0.05, -0.48, 0.71, -0.24, 0.08, -0.08, 0.11, -0.73, 1.23, -0.32, -0.19, -0.19, -0.24, 1.18, -0.71, -0.40, -0.06, -0.04, -0.03, -0.03, -0.05, -0.34, -0.09, -0.04, -0.06, -0.05, -0.05, 0.09, 0.10, 0.10, 0.13, 0.07, 0.14, 0.10, 0.08, 0.12, 0.12, 0.12, 0.11, 0.11, 0.08, 0.13, 0.12, 0.13, 0.12, -0.24, 1.07, -0.39, -0.59, -0.24, -0.10, -0.02, -0.02, -0.01, -0.26, 0.47, -0.32, -0.26, -0.50, 0.06, 0.12, 0.12, 0.12, 0.12, 0.04, -0.20, -0.05, -0.14, -0.18, -0.14, -0.15, -0.07, 0.13, 0.13, 0.12, 0.14, 0.10, 0.11, 0.13, 0.11, 0.13, 0.12], "charge": 2, "gap_ev": 6.32, "multiplicity": 1}



Q.
{"formula": "C34H33AsF5N2NbO8S4", "method": "ωB97M-V/def2-TZVPD", "elements": ["Nb", "F", "C", "C", "F", "C", "F", "C", "S", "C", "F", "C", "F", "O", "S", "C", "C", "C", "C", "S", "O", "C", "C", "C", "C", "C", "C", "C", "C", "C", "C", "C", "C", "H", "H", "H", "H", "H", "H", "H", "H", "H", "H", "H", "H", "H", "H", "H", "H", "H", "H", "O", "As", "O", "O", "C", "C", "C", "C", "C", "C", "S", "O", "O", "O", "H", "H", "H", "H", "H", "N", "C", "N", "C", "C", "C", "C", "C", "H", "H", "H", "H", "H", "H", "H", "H", "H", "H"], "coordinates": [[-0.224, -1.420, -0.152], [-4.574, -1.278, 6.426], [-4.054, -1.163, 5.116], [-2.967, -1.920, 4.624], [-2.325, -2.759, 5.402], [-2.545, -1.752, 3.344], [-1.459, -2.422, 2.956], [-3.152, -0.911, 2.396], [-2.652, -0.746, 0.719], [-4.235, -0.186, 2.918], [-4.957, 0.659, 2.153], [-4.669, -0.330, 4.233], [-5.730, 0.434, 4.640], [1.437, -1.260, -1.282], [2.831, -1.450, -2.042], [4.082, -1.241, -0.704], [3.829, -0.015, 0.170], [3.988, -0.164, 1.738], [3.390, -1.346, 2.486], [1.611, -1.500, 2.935], [0.649, -1.228, 1.547], [1.373, -0.115, 3.993], [2.168, -0.289, 5.106], [2.683, 0.853, 5.773], [2.271, 2.118, 5.285], [1.373, 2.254, 4.223], [0.812, 1.147, 3.632], [3.037, 0.064, -2.915], [1.940, 0.513, -3.659], [2.056, 1.712, -4.394], [3.354, 2.220, -4.641], [4.473, 1.645, -4.037], [4.332, 0.541, -3.190], [5.091, -1.210, -1.171], [4.045, -2.171, -0.163], [2.793, 0.315, -0.036], [4.543, 0.786, -0.105], [3.640, 0.769, 2.148], [5.066, -0.174, 1.984], [3.878, -1.440, 3.441], [3.610, -2.309, 1.976], [2.458, -1.325, 5.400], [3.432, 0.732, 6.541], [2.609, 3.020, 5.745], [1.032, 3.241, 3.978], [0.060, 1.213, 2.878], [1.001, 0.020, -3.529], [1.209, 2.276, -4.715], [3.461, 3.083, -5.332], [5.469, 1.996, -4.205], [5.210, -0.061, -2.819], [-2.437, -4.620, 0.438], [-1.112, -4.745, -0.730], [-0.090, -6.057, -0.724], [-0.171, -3.272, -0.133], [-2.391, -4.496, -2.231], [-3.595, -5.207, -2.071], [-4.561, -5.157, -3.078], [-4.364, -4.289, -4.135], [-3.238, -3.480, -4.267], [-2.308, -3.536, -3.246], [-0.860, -2.567, -3.372], [0.230, -3.509, -3.191], [-0.830, -1.615, -4.493], [-1.163, -1.695, -2.067], [-2.021, -4.514, 1.336], [-3.691, -5.748, -1.158], [-5.456, -5.743, -2.969], [-5.131, -4.122, -4.900], [-3.066, -2.882, -5.179], [-0.272, 0.732, -0.802], [-0.646, 1.841, -0.924], [-1.053, 3.104, -0.702], [-0.049, 4.165, -0.369], [0.005, 5.137, -1.519], [-1.346, 5.800, -1.866], [-2.467, 5.063, -1.076], [-2.367, 3.531, -1.200], [0.950, 3.665, -0.281], [-0.333, 4.633, 0.595], [0.461, 4.585, -2.342], [0.793, 5.898, -1.377], [-1.437, 5.810, -2.965], [-1.304, 6.853, -1.583], [-3.447, 5.397, -1.400], [-2.380, 5.386, -0.010], [-2.474, 3.176, -2.246], [-3.132, 3.048, -0.579]], "lowdin_charge": [1.78, 0.09, -0.04, -0.16, 0.15, -0.25, 0.04, -0.50, 0.67, -0.22, 0.09, -0.12, 0.12, -0.71, 1.20, -0.29, -0.20, -0.17, -0.29, 1.24, -0.70, -0.42, -0.11, 0.00, -0.02, -0.05, -0.03, -0.40, -0.05, -0.02, -0.04, -0.05, -0.07, 0.11, 0.08, 0.09, 0.13, 0.11, 0.14, 0.09, 0.11, 0.14, 0.12, 0.11, 0.12, 0.10, 0.08, 0.11, 0.13, 0.11, 0.13, -0.26, 1.10, -0.40, -0.58, -0.21, -0.05, -0.02, -0.04, -0.03, -0.30, 0.60, -0.30, -0.28, -0.55, 0.07, 0.10, 0.12, 0.13, 0.14, 0.05, -0.15, -0.07, -0.14, -0.19, -0.16, -0.16, -0.12, 0.14, 0.13, 0.11, 0.13, 0.12, 0.11, 0.12, 0.13, 0.14, 0.13], "charge": 2, "gap_ev": 6.04, "multiplicity": 1}



The winner here is P, beating the second structure by 0.601 eV.



P.
{"formula": "C4H8N2", "method": "ωB97M-V/def2-TZVPD", "elements": ["C", "C", "C", "C", "N", "N", "H", "H", "H", "H", "H", "H", "H", "H"], "coordinates": [[0.357, 0.097, 0.754], [1.237, 1.776, -0.869], [-0.884, -0.588, 0.304], [-1.215, -0.899, -1.012], [0.838, 0.815, -0.203], [0.857, -0.359, 1.887], [0.819, 2.712, -0.836], [1.764, 1.567, -1.756], [-1.623, -0.864, 1.128], [-0.584, -0.359, -1.714], [-2.321, -0.794, -0.874], [-1.205, -1.946, -1.488], [0.171, -0.938, 2.352], [1.790, -0.219, 2.328]], "lowdin_charge": [-0.27, 0.24, 0.18, 0.06, 0.16, 0.28, 0.12, 0.13, 0.20, 0.13, 0.18, 0.23, 0.15, 0.20], "charge": 2, "gap_ev": 7.79, "multiplicity": 1}



Q.
{"formula": "C4H8N2", "method": "ωB97M-V/def2-TZVPD", "elements": ["C", "C", "C", "C", "N", "N", "H", "H", "H", "H", "H", "H", "H", "H"], "coordinates": [[-3.622, 0.334, -0.076], [0.700, 0.121, -0.032], [-4.464, -0.568, 0.033], [2.060, 0.564, -0.063], [-0.424, 0.075, -0.067], [3.031, -0.602, 0.062], [-5.201, -1.262, 0.411], [-2.398, 0.522, 0.135], [-4.074, 1.301, -0.312], [1.986, 1.265, 0.847], [2.327, 1.115, -0.874], [2.946, -1.268, -0.827], [3.038, -1.162, 0.924], [4.097, -0.434, -0.161]], "lowdin_charge": [0.07, -0.16, 0.37, -0.08, 0.22, 0.18, 0.13, 0.16, 0.15, 0.20, 0.12, 0.24, 0.18, 0.23], "charge": 2, "gap_ev": 10.72, "multiplicity": 1}



The winner here is P, beating the second structure by 0.095 eV.



P.
{"formula": "C6H11OP", "method": "ωB97M-V/def2-TZVPD", "elements": ["C", "C", "C", "C", "C", "C", "O", "P", "H", "H", "H", "H", "H", "H", "H", "H", "H", "H", "H"], "coordinates": [[-0.373, -0.607, -0.007], [-0.290, 0.732, -0.297], [1.028, -1.256, 0.054], [1.040, 1.311, -0.491], [-1.497, -1.557, 0.177], [-1.556, 1.594, -0.177], [3.497, -0.050, -0.311], [2.198, 0.164, 0.320], [1.040, -1.891, 0.941], [1.288, -1.826, -0.724], [1.201, 1.038, -1.508], [1.196, 2.403, -0.416], [-1.134, -2.533, 0.587], [-1.927, -1.798, -0.848], [-2.257, -1.218, 0.967], [-1.218, 2.587, -0.127], [-2.023, 1.398, 0.863], [-2.428, 1.298, -0.764], [2.214, 0.213, 1.762]], "lowdin_charge": [-0.31, -0.32, -0.22, -0.24, -0.07, -0.04, -0.39, 0.69, 0.09, 0.05, 0.10, 0.11, 0.08, 0.11, 0.10, 0.04, 0.10, 0.08, 0.05], "gap_ev": 9.61, "multiplicity": 1, "smiles": "CC1=C(C)C[PH](=O)C1"}



Q.
{"formula": "C6H11OP", "method": "ωB97M-V/def2-TZVPD", "elements": ["C", "C", "C", "C", "C", "C", "O", "P", "H", "H", "H", "H", "H", "H", "H", "H", "H", "H", "H"], "coordinates": [[-0.110, 3.050, -1.104], [-0.481, 1.849, -0.712], [-0.665, -1.476, 0.654], [0.671, -1.696, -0.043], [-0.497, -0.190, 1.448], [1.284, -0.441, -0.552], [1.886, 1.970, 1.150], [0.622, 0.951, 0.425], [-0.592, 3.476, -2.037], [0.761, 3.469, -0.689], [-1.327, 1.207, -0.923], [-1.463, -1.397, -0.074], [-0.860, -2.390, 1.388], [1.301, -2.267, 0.612], [0.437, -2.374, -0.928], [-1.308, 0.567, 1.689], [-0.042, -0.477, 2.402], [2.298, -0.102, -0.733], [0.750, -0.320, -1.517]], "lowdin_charge": [-0.03, -0.28, -0.26, -0.29, -0.27, -0.28, -0.52, 0.87, 0.09, 0.04, 0.07, 0.09, 0.15, 0.10, 0.13, 0.10, 0.09, 0.09, 0.09], "gap_ev": 9.68, "multiplicity": 1, "smiles": "C=CP1(=O)CCCC1"}



The winner here is P, beating the second structure by 1.343 eV.